This record from the Open Molecules 2025 dataset describes C5H9NOS in the gas phase at a distorted geometry. The level of theory is wB97M-V/def2-TZVPD.

Geometry as XYZ:
```
17
Properties=species:S:1:pos:R:3:forces:R:3
O -2.138 -0.079 1.027 2.193 3.810 -1.807
C -2.016 -0.341 -0.452 0.526 -0.738 2.542
C -0.496 -0.152 -0.849 -2.224 -3.176 -2.439
S -0.096 1.514 -0.638 0.818 1.720 -0.304
C 1.170 1.275 0.660 -0.241 1.526 1.400
C 1.452 -0.232 0.671 -1.276 0.366 0.499
N 1.901 -0.922 -0.479 -0.318 -0.662 -0.533
C 0.451 -1.055 -0.102 2.134 4.288 -0.642
H -1.658 0.950 1.053 -1.992 -4.123 0.069
H -2.249 -1.449 -0.554 -0.191 1.475 -0.135
H -2.751 0.377 -0.901 0.907 -0.988 -0.363
H -0.412 -0.651 -1.918 -0.249 1.846 1.297
H 2.040 1.945 0.377 -0.731 -1.063 0.381
H 0.726 1.758 1.673 1.171 -1.624 -2.105
H 1.849 -0.689 1.515 0.551 -0.127 1.913
H 2.161 -0.281 -1.213 -0.588 0.027 -0.647
H 0.066 -1.968 0.130 -0.492 -2.556 0.872
```
Positions in Å, forces in eV/Å.

Summary:
- Gap between HOMO and LUMO: 0.356 Eh
- Lowest unoccupied orbital energy: 0.674 eV
- Relative energy (zero: lowest compared OMol25 entry of this formula, charge and spin): 76.6 kcal per mole
- SMILES: OC[C@H]1SC[C@@H]2N[C@@H]21
- HOMO: -9.01 eV

***

This record from the Open Molecules 2025 dataset describes C5H9NOS in the gas phase at a distorted geometry. The level of theory is wB97M-V/def2-TZVPD.

Geometry as XYZ:
```
17
Properties=species:S:1:pos:R:3:forces:R:3
C 0.977 0.245 -0.273 -0.425 1.549 -1.770
C 1.207 -1.392 1.258 1.938 1.618 -1.968
C -0.962 -0.656 0.853 -3.244 2.255 -0.923
C 1.376 1.600 0.215 2.989 -2.498 1.942
C -2.118 0.004 -1.542 -0.423 -1.120 -2.450
N 0.312 -0.585 0.648 2.139 -3.978 3.673
O 1.193 -0.259 -1.333 0.542 0.481 -0.668
S -1.809 0.655 -0.018 0.163 1.037 3.698
H 2.234 -1.346 0.788 -1.395 -0.401 1.060
H 0.855 -2.143 1.896 -0.253 -0.863 0.747
H -1.475 -1.228 1.645 0.872 0.211 -0.624
H 0.656 1.997 0.885 -0.934 1.109 -0.298
H 1.960 2.108 -0.539 -0.690 0.690 -0.069
H 2.172 1.309 1.038 -1.001 0.396 -1.469
H -1.195 0.048 -2.148 -0.595 -0.479 -0.071
H -2.878 0.661 -1.995 0.153 -0.458 -0.075
H -2.506 -1.018 -1.379 0.164 0.451 -0.735
```
Positions in Å, forces in eV/Å.

Summary:
- Gap between HOMO and LUMO (alpha / beta): 0.285 / 0.285 Eh
- Lowest unoccupied orbital energy (alpha / beta): 0.623 / 0.623 eV
- Relative energy (zero: lowest compared OMol25 entry of this formula, charge and spin): 96.0 kcal per mole
- HOMO (alpha / beta): -7.14 / -7.14 eV

***

This record from the Open Molecules 2025 dataset describes C5H9NOS in the gas phase at a distorted geometry. The level of theory is wB97M-V/def2-TZVPD.

Geometry as XYZ:
```
17
Properties=species:S:1:pos:R:3:forces:R:3
C 1.163 -1.633 -1.467 1.227 -0.306 2.662
O 0.879 -0.311 -2.064 -0.828 -1.221 0.415
C 0.601 0.737 -1.272 1.177 0.869 0.597
S 1.301 2.258 -1.491 -0.347 -0.819 -0.592
N -0.101 0.577 -0.159 -1.434 -2.838 0.296
C -0.362 1.570 0.855 1.506 0.505 0.676
C -1.149 0.421 1.671 1.695 1.568 2.433
C -0.973 -0.522 0.536 0.489 -1.642 -1.932
H 0.388 -2.141 -0.571 1.722 1.578 -3.439
H 2.109 -1.366 -0.723 -1.908 -1.196 -2.233
H 1.404 -2.333 -2.396 -0.529 1.532 2.423
H 0.818 1.968 1.163 -3.833 -0.581 -0.277
H -1.074 2.367 0.459 1.366 -0.550 0.694
H -0.541 0.082 2.661 -1.620 0.791 -2.379
H -2.168 0.617 1.919 -0.540 0.527 0.410
H -1.874 -0.929 -0.227 2.356 1.211 2.475
H -0.422 -1.363 1.104 -0.498 0.573 -2.229
```
Positions in Å, forces in eV/Å.

Summary:
- Gap between HOMO and LUMO: 0.317 Eh
- Lowest unoccupied orbital energy: 0.515 eV
- Relative energy (zero: lowest compared OMol25 entry of this formula, charge and spin): 114.1 kcal per mole
- SMILES: COC(=S)N1CCC1
- HOMO: -8.11 eV

***

This record from the Open Molecules 2025 dataset describes C5H9NS in the gas phase at a distorted geometry. The level of theory is wB97M-V/def2-TZVPD.

Geometry as XYZ:
```
16
Properties=species:S:1:pos:R:3:forces:R:3
C -0.186 1.214 0.719 -0.093 -0.456 -1.667
C 0.053 -0.610 -0.652 -1.609 2.083 0.310
C -0.520 2.296 1.647 0.081 -0.934 -0.452
C 1.279 -0.596 -1.526 1.193 -0.978 -0.197
C -0.519 -1.869 -0.022 0.456 -1.683 -0.773
N 0.441 0.235 0.443 0.521 0.930 1.761
S -1.493 0.359 -1.320 1.387 0.410 1.164
H -0.177 1.927 2.619 0.377 0.602 0.010
H -1.568 2.119 1.661 -1.310 0.693 0.309
H -0.267 3.321 1.335 0.052 -0.676 0.211
H 1.963 -1.229 -0.914 0.004 -0.281 -1.251
H 1.884 0.326 -1.621 -1.117 0.184 0.534
H 1.098 -0.848 -2.581 0.055 -0.765 0.598
H 0.220 -2.600 0.429 -0.437 1.157 -0.153
H -0.858 -2.417 -0.925 -0.576 0.030 0.757
H -1.352 -1.628 0.708 1.016 -0.315 -1.160
```
Positions in Å, forces in eV/Å.

Summary:
- Gap between HOMO and LUMO: 0.272 Eh
- Lowest unoccupied orbital energy: -0.370 eV
- Relative energy (zero: lowest compared OMol25 entry of this formula, charge and spin): 78.0 kcal per mole
- HOMO: -7.76 eV